{"formula": "C4H11NOS", "method": "ωB97M-V/def2-TZVPD", "mol_weight_g_mol": 121.205, "homo_energy_ev": -8.856, "total_energy_ev": -18698.0148, "charge": 0, "elements": ["S", "O", "N", "C", "C", "C", "C", "H", "H", "H", "H", "H", "H", "H", "H", "H", "H", "H"], "positions_angstrom": [[-2.247, 0.030, -1.741], [2.933, -1.000, -0.947], [0.673, -0.439, -0.029], [-2.068, -0.194, 0.075], [-1.229, 1.005, 0.524], [2.096, -0.829, 0.166], [0.293, 0.815, 0.654], [2.075, -1.804, 0.643], [0.632, 0.718, 1.699], [-3.104, -0.182, 0.430], [-2.554, -1.203, -2.027], [0.548, -0.303, -1.030], [-1.715, -1.215, 0.191], [-1.428, 1.927, -0.057], [3.479, -0.223, -1.095], [-1.742, 1.328, 1.428], [0.849, 1.656, 0.254], [2.508, -0.086, 0.863]], "forces_ev_per_a": [[0.302, 0.730, -0.059], [-0.359, 0.222, -0.478], [1.065, 0.248, -0.851], [-0.819, 0.180, -1.566], [-0.676, 0.718, 0.891], [-0.571, 0.208, 1.227], [0.105, -1.167, 0.203], [0.134, -0.125, 0.186], [-0.422, -0.020, -0.212], [0.395, 0.338, 0.411], [-0.293, -0.985, -0.361], [-0.217, -0.187, 0.041], [0.636, 0.392, 0.505], [0.005, -0.785, -0.532], [-0.181, 0.103, 0.002], [0.686, -0.091, 0.784], [-0.052, 0.489, -0.179], [0.262, -0.268, -0.010]]}